Entry 1:
A molecular structure, C13H6IOS4Y. Source: the OMol25 dataset; level of theory: ωB97M-V with the def2-TZVPD basis set.

The geometry in ORCA input format:
```
! wB97M-V def2-TZVPD RIJCOSX def2/J DEFGRID3
* xyz 0 1
Y -0.38 -0.81 -2.51
I 2.73 -1.00 -2.24
C 2.67 -0.97 -0.14
C 3.85 -1.00 0.53
C 3.84 -0.96 1.94
C 2.65 -0.89 2.60
C 1.42 -0.87 1.91
C 0.18 -0.80 2.60
C -0.99 -0.78 1.92
C -0.98 -0.84 0.50
C 0.18 -0.90 -0.25
C 1.40 -0.92 0.49
H 4.79 -1.04 0.00
H 4.78 -0.98 2.48
H 2.63 -0.86 3.69
H 0.20 -0.76 3.68
H -1.94 -0.72 2.45
H -1.96 -0.82 0.01
O -5.10 4.03 -1.75
C -4.29 3.19 -2.03
S -2.56 3.52 -2.29
C -2.08 1.87 -2.62
C -3.05 0.93 -2.60
S -2.92 -0.78 -3.02
S -4.68 1.48 -2.26
S -0.38 1.68 -3.09
*
```

Its molecular weight is 522.27 g mol⁻¹. For the relative energy (zero: lowest compared OMol25 entry of this formula, charge and spin), the calculation gives 1.0 kcal/mol. The value obtained for the gap between HOMO and LUMO is 0.2304 Ha.

Here are the Löwdin charges for atoms 1 to 5, given in e:
1 Y 0.87
2 I 1.01
3 C -0.61
4 C -0.15
5 C -0.07

Entry 2:
3 unconnected molecules or ions with the total composition C29H55F5O10P3S in a non-equilibrium geometry. Source: the OMol25 dataset; level of theory: ωB97M-V with the def2-TZVPD basis set.

The geometry in ORCA input format:
```
! wB97M-V def2-TZVPD RIJCOSX def2/J DEFGRID3
* xyz -1 1
C -1.23 1.77 3.92
C -2.58 2.49 3.92
C -3.19 2.62 2.52
C -3.34 1.29 1.78
C -4.48 0.41 2.33
C -4.09 -1.03 2.67
C -3.36 -1.77 1.55
C -2.52 -2.95 2.06
C -1.31 -2.56 2.93
C 0.01 -2.61 2.18
C 0.05 -1.65 0.99
C 1.48 -1.38 0.49
P 1.97 -1.26 -1.37
C 3.65 -2.10 -1.01
C 4.49 -1.50 0.14
C 4.83 -2.55 1.19
S 6.05 -2.00 2.43
C 2.84 0.51 -1.27
C 2.49 1.62 -2.24
C 3.27 2.91 -1.92
C 2.57 3.70 -0.84
O 1.58 4.34 -1.01
O 3.15 3.68 0.39
P -0.15 -0.34 -1.79
C -0.34 0.35 -3.47
C -0.37 1.14 -0.68
P 2.67 -1.33 -3.75
O 1.69 -1.68 -5.07
O 4.03 -0.47 -4.30
C 1.23 -3.22 -1.70
F 1.19 -3.85 -0.47
F 2.12 -3.96 -2.42
C -0.15 -3.58 -2.36
F -1.15 -3.59 -1.45
F -0.12 -4.83 -2.89
F -0.48 -2.74 -3.35
H -0.65 2.02 3.02
H -1.34 0.68 3.92
H -0.63 2.04 4.79
H -2.44 3.49 4.33
H -3.28 1.96 4.58
H -4.18 3.09 2.61
H -2.57 3.30 1.93
H -3.53 1.51 0.73
H -2.39 0.75 1.81
H -4.89 0.89 3.23
H -5.30 0.39 1.60
H -5.01 -1.59 2.87
H -3.52 -1.04 3.60
H -2.73 -1.11 0.96
H -4.11 -2.20 0.88
H -3.17 -3.65 2.58
H -2.13 -3.48 1.18
H -1.44 -1.53 3.30
H -1.27 -3.20 3.82
H 0.83 -2.35 2.87
H 0.20 -3.64 1.83
H -0.40 -0.71 1.35
H -0.60 -2.02 0.20
H 1.82 -0.46 0.98
H 2.09 -2.17 0.92
H 4.25 -2.14 -1.92
H 3.46 -3.15 -0.77
H 4.02 -0.66 0.64
H 5.44 -1.12 -0.25
H 3.94 -2.84 1.74
H 5.27 -3.44 0.74
H 5.18 -1.28 3.15
H 2.78 0.91 -0.25
H 3.92 0.33 -1.44
H 1.44 1.89 -2.22
H 2.74 1.34 -3.26
H 4.28 2.66 -1.60
H 3.31 3.56 -2.80
H 3.64 2.86 0.49
H -0.88 1.30 -3.39
H -0.93 -0.33 -4.09
H 0.62 0.55 -3.97
H -1.37 1.11 -0.26
H 0.34 1.10 0.15
H -0.23 2.09 -1.19
H 1.43 -0.91 -5.60
H 3.82 0.20 -4.97
C -6.64 -4.25 -1.15
C -7.76 -5.05 -0.50
O -7.32 -5.15 0.86
C -6.46 -4.13 1.11
O -6.04 -3.84 2.18
O -6.15 -3.48 -0.04
H -6.97 -3.58 -1.93
H -5.83 -4.88 -1.51
H -8.71 -4.51 -0.52
H -7.89 -6.04 -0.92
C 3.35 7.97 -1.00
C 3.83 6.66 -1.61
O 4.99 7.09 -2.34
C 5.45 8.23 -1.79
O 6.49 8.75 -2.06
O 4.56 8.72 -0.89
H 2.89 7.85 -0.02
H 2.67 8.51 -1.66
H 4.13 5.95 -0.85
H 3.11 6.20 -2.28
*
```

Its molecular weight is 783.73 g mol⁻¹. The value obtained for the gap between HOMO and LUMO is 0.1749 Ha.

Here are the Löwdin charges for atoms 1 to 5, given in e:
1 C -0.10
2 C -0.26
3 C -0.23
4 C -0.22
5 C -0.19

Entry 3:
A molecular structure, C17H29Br2FIO7P in a non-equilibrium geometry. Source: the OMol25 dataset; level of theory: ωB97M-V with the def2-TZVPD basis set.

The geometry in ORCA input format:
```
! wB97M-V def2-TZVPD RIJCOSX def2/J DEFGRID3
* xyz 0 1
C -2.36 4.58 -0.77
C -0.93 5.02 -0.09
O -0.36 4.05 0.85
P 0.51 2.78 0.02
O -0.61 1.70 -0.41
C 1.71 1.94 1.30
C 1.19 0.36 1.37
C 2.15 -0.61 2.28
C 2.29 -2.09 1.52
C 3.58 -2.83 2.29
C 3.14 -3.31 3.82
O 3.97 -4.07 4.54
O 1.02 -2.79 1.78
C 0.55 -3.57 0.63
Br 1.97 -4.65 -0.30
Br -0.74 -4.94 1.40
C -0.39 -2.68 -0.43
C -0.57 -3.38 -1.90
C 0.43 -2.73 -3.07
O 0.04 -2.82 -4.37
I 2.30 -1.67 -2.68
O -1.73 -2.63 0.20
C -2.51 -1.46 -0.25
C -3.45 -0.80 0.96
C -3.89 0.75 0.65
F -4.68 -1.66 1.08
O 1.34 3.31 -1.43
C 1.31 2.28 -2.49
C 0.00 2.39 -3.50
H -2.49 3.43 -0.94
H -3.28 4.93 -0.11
H -2.48 5.08 -1.84
H -1.16 6.00 0.55
H -0.19 5.37 -0.94
H 1.71 2.47 2.34
H 2.80 1.91 0.81
H 1.29 -0.03 0.24
H 0.09 0.29 1.76
H 1.71 -0.80 3.36
H 3.24 -0.15 2.46
H 2.50 -1.84 0.40
H 3.99 -3.71 1.64
H 4.43 -2.01 2.33
H 2.11 -2.95 4.26
H 0.05 -1.61 -0.60
H -0.50 -4.57 -1.88
H -1.67 -3.16 -2.30
H -3.29 -1.88 -1.05
H -1.89 -0.64 -0.81
H -2.89 -0.84 1.99
H -3.53 1.10 -0.41
H -5.07 0.89 0.68
H -3.46 1.49 1.48
H 2.27 2.41 -3.17
H 1.40 1.22 -2.01
H 0.24 1.81 -4.51
H -0.92 1.81 -3.01
H -0.31 3.49 -3.75
*
```

Its molecular weight is 682.10 g mol⁻¹. The value obtained for the gap between HOMO and LUMO is 0.3452 Ha.

Here are the Löwdin charges for atoms 1 to 5, given in e:
1 C -0.11
2 C -0.28
3 O -0.28
4 P 0.83
5 O -0.41

Entry 4:
A single C4H7NO2 molecule in a non-equilibrium geometry. Source: the OMol25 dataset; level of theory: ωB97M-V with the def2-TZVPD basis set.

The geometry in ORCA input format:
```
! wB97M-V def2-TZVPD RIJCOSX def2/J DEFGRID3
* xyz 0 1
C 0.85 0.44 1.85
C -0.14 0.62 -0.60
C -0.23 0.74 -2.01
O -0.06 1.76 -2.66
C -0.34 -0.53 0.09
O 0.03 -0.66 1.36
N -0.95 -1.65 -0.38
H 1.38 -0.05 2.65
H 1.62 0.98 1.27
H 0.22 1.22 2.28
H 0.08 1.55 -0.12
H -0.45 -0.22 -2.51
H -1.22 -1.69 -1.35
H -0.80 -2.52 0.11
*
```

Its SMILES is CO/C(N)=C/C=O. Its molecular weight is 101.10 g mol⁻¹. For the relative energy (zero: lowest compared OMol25 entry of this formula, charge and spin), the calculation gives 43.6 kcal/mol. The value obtained for the gap between HOMO and LUMO is 0.3426 Ha.

Here are the Löwdin charges for atoms 1 to 5, given in e:
1 C -0.06
2 C -0.05
3 C -0.33
4 O 0.01
5 C -0.42

Entry 5:
A single C3H6N2 molecule in a non-equilibrium geometry. Source: the OMol25 dataset; level of theory: ωB97M-V with the def2-TZVPD basis set.

The geometry in ORCA input format:
```
! wB97M-V def2-TZVPD RIJCOSX def2/J DEFGRID3
* xyz 0 1
C 0.21 0.10 0.02
C -1.09 -0.55 -0.03
C -2.22 0.13 -0.08
H 2.48 0.99 0.27
H 3.22 -0.54 0.17
H 0.22 1.22 0.07
H -1.12 -1.66 -0.04
H -3.17 -0.35 -0.05
H -2.27 1.20 -0.13
N 2.47 0.08 -0.18
N 1.27 -0.61 -0.02
*
```

Its SMILES is C=C/C=N/N. Its molecular weight is 70.09 g mol⁻¹. For the relative energy (zero: lowest compared OMol25 entry of this formula, charge and spin), the calculation gives 43.3 kcal/mol. The value obtained for the gap between HOMO and LUMO is 0.3547 Ha.

Here are the Löwdin charges for atoms 1 to 5, given in e:
1 C -0.22
2 C -0.19
3 C -0.01
4 H 0.07
5 H 0.08

Copy entry 3 word for word.
A molecular structure, C17H29Br2FIO7P in a non-equilibrium geometry. Source: the OMol25 dataset; level of theory: ωB97M-V with the def2-TZVPD basis set.

The geometry in ORCA input format:
```
! wB97M-V def2-TZVPD RIJCOSX def2/J DEFGRID3
* xyz 0 1
C -2.36 4.58 -0.77
C -0.93 5.02 -0.09
O -0.36 4.05 0.85
P 0.51 2.78 0.02
O -0.61 1.70 -0.41
C 1.71 1.94 1.30
C 1.19 0.36 1.37
C 2.15 -0.61 2.28
C 2.29 -2.09 1.52
C 3.58 -2.83 2.29
C 3.14 -3.31 3.82
O 3.97 -4.07 4.54
O 1.02 -2.79 1.78
C 0.55 -3.57 0.63
Br 1.97 -4.65 -0.30
Br -0.74 -4.94 1.40
C -0.39 -2.68 -0.43
C -0.57 -3.38 -1.90
C 0.43 -2.73 -3.07
O 0.04 -2.82 -4.37
I 2.30 -1.67 -2.68
O -1.73 -2.63 0.20
C -2.51 -1.46 -0.25
C -3.45 -0.80 0.96
C -3.89 0.75 0.65
F -4.68 -1.66 1.08
O 1.34 3.31 -1.43
C 1.31 2.28 -2.49
C 0.00 2.39 -3.50
H -2.49 3.43 -0.94
H -3.28 4.93 -0.11
H -2.48 5.08 -1.84
H -1.16 6.00 0.55
H -0.19 5.37 -0.94
H 1.71 2.47 2.34
H 2.80 1.91 0.81
H 1.29 -0.03 0.24
H 0.09 0.29 1.76
H 1.71 -0.80 3.36
H 3.24 -0.15 2.46
H 2.50 -1.84 0.40
H 3.99 -3.71 1.64
H 4.43 -2.01 2.33
H 2.11 -2.95 4.26
H 0.05 -1.61 -0.60
H -0.50 -4.57 -1.88
H -1.67 -3.16 -2.30
H -3.29 -1.88 -1.05
H -1.89 -0.64 -0.81
H -2.89 -0.84 1.99
H -3.53 1.10 -0.41
H -5.07 0.89 0.68
H -3.46 1.49 1.48
H 2.27 2.41 -3.17
H 1.40 1.22 -2.01
H 0.24 1.81 -4.51
H -0.92 1.81 -3.01
H -0.31 3.49 -3.75
*
```

Its molecular weight is 682.10 g mol⁻¹. The value obtained for the gap between HOMO and LUMO is 0.3452 Ha.

Here are the Löwdin charges for atoms 1 to 5, given in e:
1 C -0.11
2 C -0.28
3 O -0.28
4 P 0.83
5 O -0.41

Which of these has the lowest molecular weight?
C3H6N2

Which of these has the highest gap between HOMO and LUMO?
C3H6N2

gap between HOMO and LUMO of number 2 (C29H55F5O10P3S)?
0.1749 Ha